(1)
H34O17 | the ωB97M-V functional and the def2-TZVPD basis

Geometry (Å):
1 O 0.361 1.556 1.993
2 H 0.745 1.250 2.845
3 H -0.336 0.918 1.809
4 O -2.357 -0.705 -0.361
5 H -3.142 -1.269 -0.321
6 H -1.889 -1.176 -1.068
7 O 3.383 1.986 -2.268
8 H 2.535 1.643 -2.507
9 H 4.199 1.501 -2.183
10 O 2.614 3.597 0.721
11 H 1.804 3.097 0.663
12 H 3.187 3.313 0.002
13 O -1.469 1.664 -3.969
14 H -1.593 2.381 -4.588
15 H -0.647 1.210 -4.133
16 O 1.032 -3.888 -3.473
17 H 0.281 -3.312 -3.683
18 H 1.226 -4.376 -4.277
19 O -2.185 -1.506 2.425
20 H -1.719 -2.017 1.758
21 H -1.861 -1.760 3.291
22 O -1.228 -2.995 -2.571
23 H -0.556 -3.448 -2.093
24 H -1.971 -3.598 -2.662
25 O 0.629 1.711 4.614
26 H 0.019 2.276 5.089
27 H 1.542 1.811 4.894
28 O 5.311 2.350 1.591
29 H 4.902 2.697 0.796
30 H 4.783 1.556 1.670
31 O 2.195 3.380 3.366
32 H 1.274 3.239 3.128
33 H 2.657 2.972 2.626
34 O 0.192 -3.110 0.394
35 H 0.212 -2.351 0.982
36 H -0.026 -2.807 -0.492
37 O 1.248 -2.759 2.854
38 H 1.819 -2.134 3.322
39 H 1.062 -3.344 3.591
40 O -5.163 -0.413 -1.444
41 H -5.624 0.208 -0.885
42 H -4.546 -0.068 -2.091
43 O -3.223 -2.055 -3.635
44 H -2.801 -1.478 -4.281
45 H -4.057 -2.248 -4.082
46 O 2.055 -0.298 0.628
47 H 2.140 -0.912 -0.109
48 H 1.172 0.061 0.480
49 O -2.508 2.851 0.589
50 H -2.405 2.165 -0.073
51 H -3.270 2.637 1.131

Net charge = 0
F_max = 0.0506 Eh/bohr
Relative energy (zero: lowest compared OMol25 entry of this formula, charge and spin) = 84.0 kcal per mole
2S+1 = 1
Total energy = -1299.3962 Ha
HOMO-LUMO gap = 0.357 Ha
E_HOMO = -10.042 eV

=====

(2)
H35O18 | the ωB97M-V functional and the def2-TZVPD basis

Geometry (Å):
1 O -0.142 1.307 -0.902
2 H 1.494 1.992 -3.741
3 H -0.474 0.003 -0.185
4 O -2.987 3.062 -0.555
5 H -3.280 3.791 -0.062
6 O -1.617 1.746 4.106
7 H -0.758 1.447 4.527
8 H -1.568 1.788 3.174
9 O 4.174 -0.371 -4.201
10 H -5.231 0.559 1.164
11 H 3.782 -0.924 -4.926
12 O 2.288 -2.580 0.248
13 H 2.629 -2.117 1.039
14 H 1.279 -2.353 0.252
15 O -2.550 -0.291 -5.043
16 H -1.667 -0.538 -4.744
17 H -2.416 0.611 -4.631
18 O 1.364 1.322 -4.533
19 H 1.296 0.459 -0.762
20 H 0.407 1.328 -4.627
21 O -2.163 -3.662 -2.211
22 H 1.105 0.734 3.070
23 H 2.671 0.099 -1.505
24 O -2.378 -3.703 4.192
25 H -2.578 -3.286 3.370
26 H -1.825 -4.517 3.932
27 O 5.930 1.842 -0.356
28 H 5.430 2.069 -1.125
29 H 5.324 1.923 0.387
30 O 2.296 0.555 -0.787
31 H -2.079 -0.208 5.218
32 H -1.430 -4.003 -1.717
33 O -1.731 -1.044 4.934
34 H -1.382 -1.074 4.022
35 H 3.868 0.509 -4.110
36 O 1.368 3.231 -1.999
37 H -2.105 2.673 -0.301
38 H 0.495 2.770 -1.668
39 O -0.399 -0.630 0.619
40 H -2.899 -3.622 -1.532
41 H 0.189 -0.079 1.251
42 O -4.726 1.019 1.886
43 H -0.589 1.129 -1.718
44 H -3.837 1.396 1.652
45 O 1.178 0.197 3.833
46 H 1.967 2.708 -1.457
47 H 0.631 -0.544 3.684
48 O 0.368 2.641 1.187
49 H 1.185 3.076 0.738
50 H 0.019 2.075 0.381
51 O -0.208 -5.200 0.090
52 H 0.688 -5.086 0.453
53 H -0.407 -4.228 -0.017

Net charge = -1
F_max = 0.0618 Eh/bohr
Relative energy (zero: lowest compared OMol25 entry of this formula, charge and spin) = 43.1 kcal per mole
2S+1 = 1
Total energy = -1375.3077 Ha
HOMO-LUMO gap = 0.355 Ha
E_HOMO = -7.624 eV

=====

(3)
H36O18 | the ωB97M-V functional and the def2-TZVPD basis

Geometry (Å):
1 O 2.810 -0.072 0.131
2 H 1.908 0.047 0.350
3 H 3.411 0.601 0.516
4 O 1.317 -1.642 -3.240
5 H 1.586 -0.772 -2.915
6 H 0.902 -2.035 -2.506
7 O -2.987 0.970 -1.079
8 H -2.054 0.796 -0.915
9 H -3.228 1.826 -0.710
10 O -2.963 -1.502 -0.017
11 H -2.614 -1.994 -0.772
12 H -2.938 -0.552 -0.234
13 O -1.209 3.678 1.069
14 H -0.977 2.756 1.160
15 H -0.428 3.844 0.544
16 O -2.415 -1.739 2.556
17 H -2.418 -1.404 1.616
18 H -1.503 -2.213 2.653
19 O -1.272 -0.247 -3.314
20 H -1.063 -0.374 -4.258
21 H -0.428 -0.152 -2.884
22 O -0.120 0.099 -0.399
23 H -0.228 0.291 0.514
24 H 0.057 -0.830 -0.499
25 O 1.426 2.821 0.135
26 H 0.798 2.502 -0.574
27 H 2.029 3.321 -0.433
28 O 2.589 -2.742 0.503
29 H 2.816 -2.762 1.413
30 H 2.756 -1.807 0.216
31 O -1.562 1.045 1.721
32 H -1.441 0.654 2.568
33 H -2.462 1.358 1.796
34 O 0.147 -2.531 -0.405
35 H -0.311 -2.846 0.378
36 H 1.111 -2.654 -0.218
37 O 1.567 -0.113 2.469
38 H 2.441 -0.317 2.789
39 H 1.069 0.071 3.276
40 O 1.810 0.850 -2.217
41 H 2.146 1.765 -2.166
42 H 2.089 0.497 -1.402
43 O -1.802 -2.659 -2.120
44 H -1.092 -2.762 -1.495
45 H -1.646 -1.905 -2.695
46 O 0.108 -2.488 2.318
47 H 0.503 -3.128 2.939
48 H 0.631 -1.708 2.430
49 O -0.700 2.396 -1.820
50 H -0.376 2.825 -2.631
51 H -0.194 1.625 -1.818
52 O 0.833 2.850 2.934
53 H 0.815 3.796 2.720
54 H 0.747 2.658 2.028

Net charge = 0
F_max = 0.0590 Eh/bohr
Relative energy (zero: lowest compared OMol25 entry of this formula, charge and spin) = 65.6 kcal per mole
2S+1 = 1
Total energy = -1375.8824 Ha
HOMO-LUMO gap = 0.323 Ha
E_HOMO = -9.641 eV

=====

(4)
H36O18 | the ωB97M-V functional and the def2-TZVPD basis

Geometry (Å):
1 O -5.070 -3.638 4.023
2 H -4.395 -3.281 3.461
3 H -5.521 -2.861 4.332
4 O -2.993 3.204 2.973
5 H -2.611 2.356 2.637
6 H -3.266 3.612 2.151
7 O -4.160 1.166 0.761
8 H -4.616 2.034 0.764
9 H -4.126 0.903 1.662
10 O -1.634 1.707 5.007
11 H -0.934 2.267 4.832
12 H -2.271 2.181 4.468
13 O -7.236 0.579 1.723
14 H -6.921 1.335 2.203
15 H -7.057 0.709 0.800
16 O -5.531 -1.460 5.642
17 H -6.012 -1.721 6.422
18 H -4.973 -0.732 5.975
19 O -5.435 -2.050 1.324
20 H -6.140 -2.477 0.910
21 H -5.870 -1.651 2.092
22 O -4.369 2.997 5.110
23 H -4.469 3.770 5.632
24 H -3.980 3.440 4.304
25 O -6.930 -1.430 3.418
26 H -7.154 -0.564 2.976
27 H -6.884 -1.229 4.366
28 O -0.301 -0.656 4.031
29 H 0.427 -0.649 4.662
30 H -0.943 -0.009 4.394
31 O -4.243 0.747 6.712
32 H -4.853 0.740 7.406
33 H -4.628 1.302 5.988
34 O -4.207 0.199 3.519
35 H -3.769 -0.621 3.737
36 H -5.013 0.310 3.995
37 O -6.555 1.216 4.587
38 H -7.505 1.036 4.594
39 H -6.493 2.070 4.144
40 O -2.689 -1.991 4.112
41 H -1.763 -1.845 3.957
42 H -2.771 -2.014 5.050
43 O -2.009 -0.750 6.463
44 H -1.611 -0.849 7.362
45 H -2.828 -0.238 6.521
46 O -5.861 2.906 2.591
47 H -5.013 2.996 2.969
48 H -5.998 3.637 2.076
49 O -1.547 1.004 2.189
50 H -0.900 0.457 2.745
51 H -2.038 0.308 1.785
52 O -2.459 -1.414 0.954
53 H -3.122 -1.946 1.382
54 H -2.752 -1.292 0.094

Net charge = 0
F_max = 0.0716 Eh/bohr
Relative energy (zero: lowest compared OMol25 entry of this formula, charge and spin) = 44.1 kcal per mole
2S+1 = 1
Total energy = -1375.9166 Ha
HOMO-LUMO gap = 0.326 Ha
E_HOMO = -9.255 eV

=====

(5)
H37O18 | the ωB97M-V functional and the def2-TZVPD basis

Geometry (Å):
1 O 1.214 -1.160 -4.472
2 H 1.595 3.031 3.711
3 H -2.895 1.899 2.086
4 O -3.303 1.989 1.289
5 H 2.231 -1.383 -4.436
6 O 1.971 -1.886 1.428
7 H 2.463 -1.399 1.881
8 H 2.017 -2.865 1.548
9 O 0.173 3.387 4.751
10 H 0.902 3.546 5.270
11 H -0.375 4.203 4.798
12 O 4.468 -0.923 -3.380
13 H 3.928 -0.062 -3.186
14 H 4.794 -0.879 -4.217
15 O 0.777 1.160 -0.585
16 H -0.108 0.853 -0.284
17 H 0.636 2.130 -0.799
18 O 0.533 -1.227 -1.002
19 H 2.279 -3.220 -2.648
20 H 1.447 -1.884 -1.558
21 O -1.941 0.934 -0.537
22 H -2.465 1.273 0.172
23 H -2.451 0.003 -0.582
24 O -5.282 -0.651 -1.479
25 H -5.126 0.086 -0.827
26 H 1.059 -1.260 -5.537
27 O 2.451 -2.647 -1.955
28 H 1.098 -1.427 -0.254
29 H 2.956 -1.860 -2.047
30 O -2.832 0.649 3.791
31 H -1.970 1.108 3.679
32 H -2.728 -0.259 3.886
33 O -2.046 -4.856 1.228
34 H -2.541 -4.523 2.000
35 H -2.660 -5.133 0.668
36 O 2.032 3.614 2.989
37 H -4.760 -1.343 -0.974
38 H 1.291 3.919 2.501
39 O -2.925 -0.553 -4.523
40 H -3.142 0.311 -3.886
41 H -1.935 -0.789 -4.305
42 O -2.380 3.263 -2.677
43 H -2.779 3.196 -1.818
44 H -3.039 3.050 -3.239
45 O -1.153 -2.232 3.114
46 H -0.341 -2.656 3.284
47 H -1.565 -2.802 2.354
48 O 3.182 -0.514 -0.730
49 H 2.862 -0.800 0.244
50 H 4.052 -0.758 -0.690
51 O 4.772 1.729 1.718
52 H 4.050 1.655 2.242
53 H 4.996 2.567 2.060
54 H 0.553 -0.159 -1.311
55 H -4.042 2.555 1.244

Net charge = 0
F_max = 0.2399 Eh/bohr
Relative energy (zero: lowest compared OMol25 entry of this formula, charge and spin) = 132.3 kcal per mole
2S+1 = 2
Total energy = -1376.1510 Ha
HOMO-LUMO gap (spin up / spin down) = 0.087 / 0.390 Ha
E_HOMO (spin up / spin down) = -2.479 / -10.876 eV

=====

(6)
H37O18 | the ωB97M-V functional and the def2-TZVPD basis

Geometry (Å):
1 O 1.883 0.750 -2.048
2 H -1.383 3.556 4.001
3 H 1.910 -0.065 -2.593
4 O 2.877 1.819 1.211
5 H -1.590 -4.665 3.605
6 O -5.043 0.006 -3.704
7 H -4.750 -0.835 -3.615
8 H 4.888 0.340 -0.175
9 O 4.661 -1.430 0.998
10 H 2.387 1.995 0.468
11 H 4.981 -1.066 1.822
12 O -3.331 2.418 3.644
13 H -3.855 2.753 2.970
14 H 2.668 -1.859 -3.550
15 O -1.185 -4.786 2.736
16 H -1.436 -5.703 2.485
17 H 1.791 -0.221 0.226
18 O -1.987 -0.345 1.380
19 H -0.955 3.749 -3.572
20 H -0.974 -2.574 5.809
21 O -0.728 2.252 0.964
22 H -0.155 3.101 1.010
23 H -1.205 2.439 1.818
24 O -3.708 -3.012 -2.521
25 H -3.160 -3.726 -2.702
26 H 5.032 -0.199 -1.717
27 O 2.351 -0.833 -0.191
28 H -2.634 -0.874 1.920
29 H 4.665 -0.735 0.233
30 O 1.072 -2.810 0.219
31 H 1.014 -3.437 -0.512
32 H 0.435 -3.210 0.868
33 O -0.975 0.709 -1.411
34 H -0.876 1.547 -0.929
35 H -0.130 0.223 -1.473
36 O -0.996 4.103 3.373
37 H -4.279 -3.236 -1.736
38 H -0.689 4.706 4.070
39 O 1.898 -1.581 -3.130
40 H 2.631 -1.478 0.295
41 H 1.925 -1.834 -2.080
42 O -0.069 1.473 -3.675
43 H -1.032 1.126 -2.412
44 H 0.905 1.913 -3.747
45 O 4.628 0.558 -1.170
46 H -0.435 0.944 -4.465
47 H -3.665 2.705 4.375
48 O -0.746 -2.760 4.784
49 H -4.347 0.685 -3.600
50 H 0.207 -2.245 4.736
51 O -0.966 3.555 -2.656
52 H 2.236 1.953 1.863
53 H -1.256 4.289 -2.167
54 H -1.275 -1.050 1.408
55 H 2.772 0.901 -1.739

Net charge = 0
F_max = 0.1596 Eh/bohr
Relative energy (zero: lowest compared OMol25 entry of this formula, charge and spin) = 125.8 kcal per mole
2S+1 = 2
Total energy = -1376.1614 Ha
HOMO-LUMO gap (spin up / spin down) = 0.083 / 0.369 Ha
E_HOMO (spin up / spin down) = -2.185 / -10.090 eV

=====

(7)
H37O19 | the ωB97M-V functional and the def2-TZVPD basis

Geometry (Å):
1 O 0.800 -1.451 2.391
2 H -2.716 2.792 -1.081
3 H -0.125 -1.781 2.587
4 O -0.216 -4.092 1.556
5 H 1.482 2.426 -0.486
6 H -1.092 -4.194 1.885
7 O 0.390 4.535 -0.695
8 H 1.385 2.749 3.759
9 H -2.122 -1.731 -0.329
10 O -3.851 -1.719 -0.936
11 H -3.839 -0.804 -1.212
12 H -3.936 -1.662 0.034
13 O -0.462 -4.502 -1.275
14 H 0.651 -0.516 2.171
15 H -0.304 -3.610 -0.991
16 O -0.236 2.479 -3.262
17 H -0.420 3.182 -2.654
18 H 0.521 2.119 -2.736
19 O -1.589 -1.603 0.455
20 H 1.596 0.887 2.697
21 H -0.895 -0.779 0.281
22 O 2.403 1.309 3.057
23 H 0.672 -0.194 0.370
24 O 2.226 -1.317 -0.332
25 H -0.132 -1.440 -1.745
26 H 3.116 -1.678 -0.058
27 O 0.680 2.998 4.301
28 H 0.721 1.158 -0.905
29 H 0.410 2.004 4.506
30 O -2.006 -2.421 2.877
31 H -2.135 -2.282 1.846
32 H -2.548 -3.152 3.170
33 O 1.412 1.817 -1.206
34 H 0.873 4.658 -1.526
35 H 4.206 -0.171 -0.384
36 O 0.446 -1.987 -2.310
37 H 3.301 0.959 -0.884
38 H 2.818 0.532 3.413
39 O -0.052 0.394 0.239
40 H -0.540 4.291 -0.946
41 H 1.799 -2.165 -0.356
42 O 1.201 0.456 -4.677
43 H 1.246 0.065 -3.802
44 H 1.243 1.421 -4.687
45 O 4.231 0.624 -0.881
46 H -0.512 -4.877 -0.389
47 H 1.405 -1.731 -1.988
48 O -2.268 0.242 -2.373
49 H -1.744 -0.368 -2.963
50 H -1.618 0.533 -1.716
51 O -2.209 3.480 -0.584
52 H -1.805 2.949 0.093
53 H 0.138 -3.251 1.836
54 O -0.844 1.325 2.611
55 H -0.681 0.870 1.652
56 H -0.471 2.223 2.582

Net charge = -1
F_max = 0.0845 Eh/bohr
Relative energy (zero: lowest compared OMol25 entry of this formula, charge and spin) = 62.8 kcal per mole
2S+1 = 1
Total energy = -1451.8024 Ha
HOMO-LUMO gap = 0.364 Ha
E_HOMO = -7.676 eV

=====

(8)
H37O19 | the ωB97M-V functional and the def2-TZVPD basis

Geometry (Å):
1 O -1.670 2.915 2.560
2 H -0.675 1.092 1.504
3 H -0.921 3.278 2.025
4 O -3.138 -2.165 0.544
5 H 0.423 -1.398 -1.153
6 H -2.629 -2.115 1.388
7 O -1.443 0.369 -4.627
8 H -1.860 -2.885 2.708
9 H -2.550 1.802 -0.280
10 O 0.967 4.312 1.741
11 H 1.813 4.495 1.244
12 H 1.213 3.383 1.390
13 O -2.932 -0.618 -2.716
14 H -1.270 2.409 3.251
15 H -3.034 0.252 -2.936
16 O 1.174 -2.878 -0.433
17 H 0.944 -2.211 0.324
18 H 0.438 -3.607 -0.709
19 O -3.210 2.025 0.338
20 H -0.256 2.063 -1.101
21 H -2.840 2.588 1.059
22 O -1.497 -1.989 2.801
23 H -1.042 0.992 -1.661
24 O -1.227 -4.507 0.228
25 H 4.274 -2.736 -1.252
26 H -0.747 -3.679 0.240
27 O 0.600 -1.390 1.471
28 H -0.253 -0.907 -0.032
29 H 1.178 -0.958 2.001
30 O 3.132 3.063 0.241
31 H 3.241 2.726 -0.634
32 H 3.948 3.489 0.506
33 O -0.286 -0.821 -1.028
34 H -1.032 1.110 -4.211
35 H 2.227 -1.954 -3.523
36 O 4.096 -2.482 -0.341
37 H 1.884 -0.515 -3.749
38 H -0.557 -1.843 2.218
39 O -1.016 2.046 -1.737
40 H -0.651 -0.243 -4.695
41 H -2.125 -4.674 0.296
42 O 2.210 1.538 -1.895
43 H 1.715 0.715 -1.765
44 H 1.785 2.295 -2.169
45 O 1.869 -1.351 -4.182
46 H -2.171 -0.711 -2.085
47 H 3.133 -2.346 -0.376
48 O 2.720 0.564 1.538
49 H 1.862 1.084 1.613
50 H 2.723 0.635 0.554
51 O 0.065 1.121 0.884
52 H 0.305 0.109 0.796
53 H -3.787 -1.421 0.784
54 O -1.431 0.204 4.485
55 H -2.411 0.406 4.307
56 H -1.277 -0.677 4.252

Net charge = -1
F_max = 0.0956 Eh/bohr
Relative energy (zero: lowest compared OMol25 entry of this formula, charge and spin) = 101.4 kcal per mole
2S+1 = 1
Total energy = -1451.7410 Ha
HOMO-LUMO gap = 0.351 Ha
E_HOMO = -7.526 eV

=====

(9)
H38O19 | the ωB97M-V functional and the def2-TZVPD basis

Geometry (Å):
1 O -4.076 0.084 1.136
2 H -4.869 0.458 1.497
3 H -3.610 -0.757 1.201
4 O -2.180 1.678 -4.132
5 H -2.128 2.155 -3.297
6 H -1.367 1.883 -4.602
7 O 0.920 -0.639 0.200
8 H 1.378 -0.652 1.052
9 H 0.791 -1.601 0.160
10 O -0.381 -0.778 -3.316
11 H -0.156 0.121 -3.037
12 H 0.020 -1.264 -2.587
13 O -2.854 1.911 3.235
14 H -2.313 2.696 3.395
15 H -3.431 2.261 2.539
16 O 2.401 4.625 0.997
17 H 1.496 4.847 0.763
18 H 2.317 3.834 1.535
19 O 3.736 -1.789 -0.190
20 H 4.241 -1.677 -0.996
21 H 3.157 -2.555 -0.216
22 O 0.241 2.129 -1.759
23 H 0.915 2.375 -1.094
24 H 0.653 1.249 -1.925
25 O 2.238 -0.355 -2.416
26 H 2.844 -1.096 -2.475
27 H 2.769 0.409 -2.206
28 O 3.549 2.739 -1.848
29 H 3.076 1.884 -1.816
30 H 4.069 2.785 -1.036
31 O -2.775 -1.143 -2.292
32 H -2.247 -0.913 -3.049
33 H -2.953 -0.476 -1.602
34 O -0.622 -0.366 3.226
35 H -1.033 -1.187 2.914
36 H -1.497 0.010 3.437
37 O 0.873 -4.133 -0.021
38 H -0.063 -4.378 0.275
39 H 0.639 -4.145 -0.966
40 O 0.106 3.038 1.787
41 H -0.004 2.943 2.748
42 H 0.692 2.268 1.703
43 O 1.569 -2.280 2.535
44 H 1.522 -2.978 1.848
45 H 2.524 -2.131 2.422
46 O 2.911 1.878 1.435
47 H 3.659 1.790 2.040
48 H 2.396 1.070 1.537
49 O -2.494 -2.127 0.585
50 H -2.812 -2.725 -0.115
51 H -1.869 -1.541 0.099
52 O -1.513 -4.515 0.958
53 H -1.396 -3.888 1.710
54 H -2.273 -4.022 0.628
55 O -1.929 0.265 -0.369
56 H -0.969 0.297 -0.476
57 H -2.142 0.794 0.420

Net charge = 0
F_max = 0.0522 Eh/bohr
Relative energy (zero: lowest compared OMol25 entry of this formula, charge and spin) = 115.9 kcal per mole
2S+1 = 1
Total energy = -1452.2551 Ha
HOMO-LUMO gap = 0.343 Ha
E_HOMO = -9.834 eV